A molecular structure, C6H15F4Li2N2O12PS4 in a non-equilibrium geometry, computed with ωB97M-V with the def2-TZVPD basis set.

Atoms and positions in Å:
O: -5.7290 -0.5524 0.5998
Li: -1.8411 0.2336 -0.7747
O: 1.2335 -2.3482 -0.8598
H: 2.5403 -0.2131 4.5020
H: -0.3836 -2.2570 -1.9265
S: -4.4654 -0.9605 0.0109
O: -4.4322 -0.5932 2.8316
O: -3.4069 3.7531 -2.0520
H: 3.9167 0.7982 1.4099
O: 1.5543 -1.6208 1.6830
C: 4.3247 0.7700 0.3996
H: 3.9377 -0.3291 -1.4321
H: 2.3451 -1.1272 -3.0921
H: 3.8216 -1.4555 -0.0368
F: -3.4961 1.5717 -3.1049
O: -4.1728 -2.3343 -0.3199
C: 2.6718 -0.9010 3.6668
F: -4.3602 -0.3752 -1.4701
H: 0.8401 -3.2775 -2.5492
H: 4.2646 1.5926 -0.3130
S: -3.2707 -0.8471 2.0232
Li: -3.5728 1.8235 0.0697
C: 1.3785 -0.8885 2.8408
F: -2.2357 0.1950 2.5323
N: -3.3469 -0.0023 0.4879
H: 0.5271 -1.3874 3.3038
O: 0.2309 3.5172 -1.3264
O: -1.7069 4.3721 -0.0381
P: 1.0837 -1.0002 0.1787
F: -0.6429 2.4225 0.7227
H: 2.8511 -1.8590 4.1548
S: -2.4807 2.7389 -2.5104
C: 1.2579 -1.1279 -3.0150
H: 0.9314 -1.0726 -4.0535
H: 0.7675 -0.2375 -2.6216
O: -0.2302 -0.3464 0.1881
O: 2.2996 -0.1399 -0.3911
O: -1.5508 2.9797 -3.5853
C: 0.6918 -2.2957 -2.0995
H: 0.9361 0.1029 2.7433
S: -1.0533 3.2472 -0.6058
O: -2.5296 -2.0853 2.1177
H: 3.4789 -0.5999 2.9989
H: 5.3945 0.5619 0.3804
C: 3.6704 -0.4321 -0.3804
N: -2.0421 1.9864 -1.2876

Summary:
**Lowest unoccupied orbital energy**: -0.70 eV
**Relative energy (zero: lowest compared OMol25 entry of this formula, charge and spin)**: 106.2 kcal per mole
**E_HOMO**: -11.26 eV
**E_tot**: -97925.92298 eV

A molecular structure, C16H24AsF3N3PdS5 in a non-equilibrium geometry, computed with ωB97M-V with the def2-TZVPD basis set.

Atoms and positions in Å:
C: 1.2641 -3.7823 1.4166
H: 3.7653 0.0297 2.3617
C: 2.8596 -0.4009 1.9617
S: -3.4076 1.5007 0.8114
S: -1.0469 -1.7915 0.2671
C: 0.4909 -1.4223 0.9404
H: 1.1949 -1.8213 -1.8288
C: 1.4735 -2.2973 1.4487
H: -0.9210 3.3215 3.0509
H: 1.9752 1.4800 1.3700
C: -0.7388 -0.9684 -3.4168
C: 1.8742 0.4022 1.4216
F: 1.1403 -4.2535 0.1643
N: 0.7454 -0.0930 0.9347
H: -3.7759 0.9483 3.8432
C: 1.4560 -1.0070 -2.5088
F: 2.3133 -4.4349 1.9683
As: -2.5873 2.0733 -1.3118
N: 0.2678 -0.1801 -2.7049
H: 1.8424 -2.6271 -3.9421
H: 2.2151 -0.3901 -2.0189
H: 0.7657 0.9681 -5.7046
H: -1.0661 1.6741 6.3414
F: 0.1768 -4.1680 2.0997
S: -3.8958 3.1481 -2.5294
H: -0.2457 2.9082 5.3732
H: -0.7816 -0.8151 -5.6088
H: -1.2183 1.6745 2.5416
H: -3.2104 0.5889 5.4833
Pd: -0.8926 0.5760 -0.2346
S: -0.6988 2.9056 -0.6142
C: -2.8905 0.8512 4.4720
C: 2.6454 -1.7748 1.9585
H: -2.6866 2.9413 4.8908
H: -0.3019 -2.4052 -5.0225
H: -2.2925 0.0247 4.0775
H: 3.0156 -1.3169 -4.0313
C: -0.2154 -1.3327 -4.8312
S: -3.0595 3.0849 1.9998
C: -0.8165 1.9784 5.3225
H: -0.9389 -1.8583 -2.8167
C: 1.2694 0.5203 -4.8450
H: 2.3225 0.8088 -4.8979
C: 1.9572 -1.5424 -3.8773
C: -1.6743 2.5283 3.0478
H: 1.2997 1.6130 -2.9263
C: -2.0718 2.1378 4.4690
H: -0.2811 1.5730 -3.6743
H: -0.1655 1.2089 4.8973
H: 3.3964 -2.4442 2.3544
H: -1.6632 -0.3873 -3.4587
C: 0.6252 0.9846 -3.5114
N: 1.1927 -0.9402 -4.9730

Summary:
**Lowest unoccupied orbital energy (spin up / spin down)**: 2.17 / 2.18 eV
**Relative energy (zero: lowest compared OMol25 entry of this formula, charge and spin)**: 1.7 kcal per mole
**E_HOMO (spin up / spin down)**: -3.96 / -3.96 eV
**E_tot**: -148103.25237 eV
**Net charge**: -1

A single C4H6N2O molecule, computed with ωB97M-V with the def2-TZVPD basis set.

Atoms and positions in Å:
N: -1.0964 -0.1681 -1.3949
C: -2.4260 0.0444 -0.5187
C: 0.0447 0.1772 0.8665
H: -3.0704 -0.0189 -1.3789
C: 2.0358 -0.2093 -0.3640
H: 3.7716 -0.4524 -1.0041
H: -2.5392 1.0312 -0.0472
O: 3.3678 -0.2697 -0.1494
H: -2.6518 -0.7541 0.1986
H: 1.9903 0.1766 1.6525
N: 1.4580 0.0476 0.8001
C: -0.5595 0.0023 -0.3055
H: -0.4576 0.4135 1.7909

Summary:
**Lowest unoccupied orbital energy**: 0.75 eV
**Relative energy (zero: lowest compared OMol25 entry of this formula, charge and spin)**: 138.5 kcal per mole
**E_HOMO**: -7.37 eV
**E_tot**: -9267.49803 eV

A molecular structure, C31H21BrI2N4O2Zn, computed with ωB97M-V with the def2-TZVPD basis set.

Atoms and positions in Å:
C: -3.2548 -1.1363 5.1044
H: -1.8000 2.2547 0.0436
C: -1.2655 1.1287 -4.5042
H: -3.5878 0.1869 -2.2127
C: 2.3868 -1.1769 -0.2183
C: 1.5522 -2.3098 0.0344
H: -3.1086 1.2870 -0.1807
C: 0.7200 -0.1824 4.2380
C: -2.3680 -0.6176 2.4330
C: 2.2560 1.1263 -0.5338
C: -1.8925 -0.8059 4.8951
C: -0.6166 2.0967 -3.7488
C: -4.1102 -1.2198 4.0434
I: -3.9896 -1.5193 7.0225
N: -2.5434 2.0101 -0.5977
I: -5.0131 -1.1349 1.1410
C: 1.1087 5.1567 -0.1197
C: -2.3411 0.4524 -3.9418
C: -0.4928 -3.0654 0.7770
C: 0.3760 -0.3705 5.5827
C: 1.0875 -4.6644 -0.0356
C: 0.7792 2.8375 0.5597
C: 4.1102 -2.6975 -0.9643
H: 4.3349 -0.5555 -0.8151
C: 1.8384 2.4709 -0.3216
H: 1.3869 -5.6804 -0.2640
C: 1.9976 -3.6083 -0.2675
N: 0.3301 -2.0657 0.5775
H: -1.4597 -2.8152 1.1969
C: -0.1519 -4.3960 0.4670
H: 0.8339 6.2008 -0.0482
C: -2.1029 1.6978 -1.8835
H: 1.1322 -0.2700 6.3485
H: -0.9481 0.9140 -5.5159
H: 3.6567 -4.7804 -1.0154
H: 5.1170 -2.8290 -1.3383
C: -1.0286 2.3830 -2.4566
C: -1.4627 -0.5687 3.5688
C: 3.3060 -3.7833 -0.7815
C: -3.6784 -0.9682 2.7308
H: -0.5321 3.1616 -1.8910
H: -2.8624 -0.3050 -4.5143
C: -0.9126 -0.6846 5.9039
Zn: 0.0302 0.0184 1.1965
H: -1.1961 -0.8417 6.9364
C: 0.4601 4.2208 0.6372
H: 3.0134 0.9882 -1.3102
C: 3.6583 -1.3893 -0.6776
H: -5.1464 -1.4830 4.2078
H: 0.2154 2.6482 -4.1713
C: 2.1301 4.7698 -1.0043
O: 0.0842 1.9996 1.2470
H: 3.2687 3.1562 -1.7845
H: -0.3398 4.5057 1.3080
O: -1.9299 -0.3755 1.2446
C: -2.7568 0.7298 -2.6490
H: 1.7370 0.0544 3.9493
C: 2.4845 3.4586 -1.1006
N: -0.1644 -0.2819 3.2733
Br: 3.0000 6.0804 -2.0621
H: -0.8713 -5.1841 0.6390
N: 1.8164 0.0756 0.0768

Summary:
**Lowest unoccupied orbital energy**: -0.87 eV
**Relative energy (zero: lowest compared OMol25 entry of this formula, charge and spin)**: 7.1 kcal per mole
**E_HOMO**: -7.43 eV
**E_tot**: -177208.65495 eV

A single C4H7N3 molecule, computed with ωB97M-V with the def2-TZVPD basis set.

Atoms and positions in Å:
N: 0.1718 -0.5227 -0.3209
C: 0.1185 -2.3941 1.8815
N: -0.1061 -0.9185 2.0299
H: -1.0201 1.1282 0.1413
H: 0.7260 1.4144 0.2602
H: -0.5525 -0.1536 2.5304
C: -0.0549 0.9253 -0.3360
H: -0.2080 2.5302 -1.7795
C: 0.1767 -1.2486 0.7862
H: 0.5214 -0.9534 -1.1662
H: 0.9193 1.2518 -2.2472
N: 0.1871 -3.4842 2.3439
H: -0.8343 0.9767 -2.3586
C: -0.0449 1.4486 -1.7650

Summary:
**Lowest unoccupied orbital energy**: 0.44 eV
**Relative energy (zero: lowest compared OMol25 entry of this formula, charge and spin)**: 92.7 kcal per mole
**E_HOMO**: -7.49 eV
**E_tot**: -8727.65763 eV

A molecular structure, C39H32Cl3CrO3P2 in a non-equilibrium geometry, computed with ωB97M-V with the def2-TZVPD basis set.

Atoms and positions in Å:
C: -3.5297 0.7370 4.2295
C: -0.3254 -2.0327 2.6248
H: -1.3317 -3.4202 -5.8616
C: -0.0953 -2.1403 -2.9545
H: 0.2471 -2.4596 -1.9719
C: -1.4729 2.1563 -2.9416
O: 0.3139 3.1467 0.4836
H: 4.7601 -0.2867 -4.5320
C: -0.0549 -0.7831 -3.3081
O: -1.9421 -1.0335 -0.5367
C: 2.3370 0.4649 -2.2608
H: -2.0586 3.8120 4.0418
Cr: -0.5066 0.2699 -0.0809
C: -4.3732 -1.4010 -0.8028
Cl: -3.9304 -2.9136 -1.5836
H: 1.8632 2.8830 -3.1863
H: 1.4064 -2.0265 3.9186
C: -0.8944 -1.3251 -5.5095
H: -0.3400 0.6649 -4.8942
C: -0.5895 -3.0743 -3.8617
C: -1.3946 -2.8049 2.1279
H: 1.0381 -2.2394 -0.0232
C: -1.1332 4.3117 -3.9793
C: -0.0841 2.0029 -2.8175
C: 1.3096 0.5623 4.3238
C: 1.3597 0.2438 2.9587
H: 5.1040 1.7186 -0.7181
O: -3.3066 0.7628 -0.5446
C: 4.4954 1.2215 -1.4748
H: -1.5447 5.2086 -4.4443
Cl: -5.6101 -0.5401 -1.7583
H: 0.3656 0.5330 4.8650
H: -2.7320 -1.0818 3.3880
H: -4.4081 0.2344 4.6392
H: -1.1810 -0.9953 -6.5060
C: -1.5651 -4.1147 2.5636
P: 0.5391 0.4453 -2.1200
H: 1.0553 -4.3330 4.7322
C: 5.0815 0.7544 -2.6568
C: -2.5781 -0.0142 3.5365
C: -1.9928 3.2986 -3.5417
H: -2.1167 -2.3781 1.4234
C: 0.2495 4.1722 -3.8175
H: 4.7140 0.6213 2.4649
C: 3.7532 0.6043 2.9831
H: -4.1083 2.7014 4.9446
C: 0.3879 -3.9233 3.9745
C: -3.3572 2.1135 4.4097
H: 2.3917 1.1826 6.0693
C: -0.4205 -0.3814 -4.6002
H: 2.3409 -0.5990 -4.1439
C: -3.0998 -0.4577 -0.6220
C: 3.1220 1.0938 -1.2772
H: -3.0717 3.3797 -3.6783
H: 0.5997 -2.8532 -0.0820
C: 2.4635 0.9290 5.0099
C: 3.6882 0.9554 4.3371
C: -1.2339 1.9834 3.2660
H: 6.1410 0.9251 -2.8379
H: 4.5977 1.2251 4.8762
C: -1.4219 0.6111 3.0553
H: 0.9289 4.9581 -4.1464
P: -0.1531 -0.3056 2.1336
H: -0.6556 -4.1247 -3.5645
C: 0.5815 -2.6178 3.5253
H: -0.8543 -5.7000 3.8491
C: 0.7820 3.0108 -3.2550
C: 2.5975 0.2171 2.2989
H: 2.6492 1.5165 -0.3880
C: 2.9451 -0.0802 -3.4013
H: -0.3159 2.4585 2.9255
H: -2.4278 -4.6690 2.1897
H: -2.1477 1.3727 -2.5864
H: 2.6397 -0.1094 1.2592
C: -0.6846 -4.6810 3.4929
C: -0.9836 -2.6713 -5.1437
Cl: -4.9615 -1.7190 0.8494
C: 4.3100 0.0870 -3.6116
C: 0.0372 2.0004 0.3402
C: -2.2070 2.7390 3.9155

Summary:
**Lowest unoccupied orbital energy (spin up / spin down)**: -9.22 / -8.10 eV
**2S+1**: 4
**E_HOMO (spin up / spin down)**: -14.45 / -14.47 eV
**E_tot**: -131655.20802 eV
**Net charge**: +2
**⟨S²⟩**: 4.08

A molecular structure, C38H27F2FeIN4O2S3 in a non-equilibrium geometry, computed with ωB97M-V with the def2-TZVPD basis set.

Atoms and positions in Å:
C: -0.2299 -4.3040 -2.7765
N: -0.8156 1.0309 2.5537
S: 2.4294 2.2763 1.8796
C: -4.3021 2.5374 -2.0127
O: 0.5200 -0.3344 -0.1350
N: -0.6751 0.4150 -2.8386
F: 0.0583 -5.5400 -0.8080
C: -0.9788 -1.9655 -2.6090
H: 5.1610 0.2904 -3.6043
C: -1.9910 0.5251 -5.2673
C: 4.0723 -1.9491 2.6791
C: -0.6873 -3.3121 -0.6211
C: 3.3810 -0.9323 -3.1977
H: -4.8971 3.2955 -2.5065
C: -1.1896 -0.6988 -3.3644
H: 2.6365 -3.4986 3.1025
H: 0.9691 4.7304 -0.2935
H: 1.9035 -1.0083 7.5854
C: 1.3377 3.8392 0.1954
C: 1.9744 -1.9120 1.7097
H: -0.7470 -3.4546 0.4487
F: -0.4532 -3.0261 -4.6905
H: 0.3602 -2.5314 3.8861
C: -4.3468 1.2170 -2.4366
C: 2.8754 -2.5850 2.5771
C: -1.0393 -2.0881 -1.2018
C: 4.3206 0.0283 -2.9838
H: -2.4771 3.3278 2.5721
C: 2.4122 -0.9857 -2.1592
C: 2.6281 -0.0715 -1.1781
C: -2.7474 1.8870 -0.3137
C: -1.4229 1.6705 -4.7296
H: 0.0950 -5.1345 -3.3843
I: -3.4295 -2.0954 0.8109
H: 3.3744 -1.5812 -4.0617
C: -0.5847 -3.0997 -3.3331
H: -3.4856 3.8891 -0.5626
C: -3.5072 2.8768 -0.9362
H: 1.5828 -1.6743 -2.1065
H: 1.5161 -2.9115 6.0529
C: 1.2203 2.5322 -0.3367
C: 1.4024 -0.8501 6.6384
Fe: -1.3258 -0.6747 0.1280
N: -1.4450 1.0029 1.3672
C: 0.3445 0.6294 5.0660
H: 1.1447 1.2586 6.9498
H: 2.1911 4.6958 2.0343
H: -2.5230 0.5628 -6.2103
S: 4.1136 -0.5440 1.7044
H: -2.2532 4.2239 1.0576
H: -0.8595 3.5633 1.9425
S: 4.0242 0.8769 -1.5242
C: 1.1844 -1.9176 5.7802
H: 0.7499 2.2806 -1.2772
C: 1.9731 3.8505 1.4033
C: -0.2882 -4.3710 -1.3993
O: -0.7891 -1.2345 2.1601
C: 0.9773 0.4236 6.2807
H: -2.3252 -1.5703 -4.9743
H: 0.9727 -2.2337 1.4894
C: 1.7880 0.0833 0.1032
H: -3.5750 -0.7552 -2.0392
H: -4.9682 0.9024 -3.2615
C: -3.5646 0.2917 -1.7738
C: -1.8801 -0.6691 -4.5823
C: 0.5461 -1.7132 4.5670
C: 1.7722 1.5745 0.4635
C: 2.4901 -0.7792 1.1630
H: 4.9301 -2.2249 3.2694
H: 0.0215 1.6150 4.7611
C: 0.1321 -0.4393 4.1989
C: -0.7885 1.5568 -3.5032
C: -0.5271 -0.2406 2.8728
C: -1.8943 3.3843 1.6487
C: -1.9735 2.0920 0.9106
H: -0.3513 2.4288 -3.0251
N: -2.7725 0.6212 -0.7568
H: -1.4756 2.6246 -5.2372

Summary:
**Lowest unoccupied orbital energy (spin up / spin down)**: 2.11 / 2.18 eV
**2S+1**: 2
**Relative energy (zero: lowest compared OMol25 entry of this formula, charge and spin)**: 22.0 kcal per mole
**E_HOMO (spin up / spin down)**: -5.05 / -5.06 eV
**E_tot**: -130329.95887 eV
**Net charge**: -1
**⟨S²⟩**: 1.18

A molecular structure, C9H21BBrF4ReS4SbSi in a non-equilibrium geometry, computed with ωB97M-V with the def2-TZVPD basis set.

Atoms and positions in Å:
Br: 1.4970 -2.5673 -1.9239
C: -0.1793 3.2383 -0.6746
C: -1.8757 -0.5333 -2.1249
H: -1.9438 -1.9213 0.3868
H: -1.2508 -1.4234 -2.1699
H: -0.9920 -0.2450 2.3017
H: -2.7233 1.9867 -1.3911
H: 0.4665 4.0178 -1.0878
C: 1.0877 1.5791 -2.1009
H: 0.5900 0.5803 2.2540
C: 0.6453 1.9212 -0.6730
S: -0.1725 -4.2835 0.5193
H: -2.9444 -0.7104 1.1723
H: 0.2616 1.6008 -2.8101
F: 4.9425 -0.7880 -0.7014
H: -3.5147 -1.4989 -0.2934
H: -0.8956 1.5299 2.3049
H: -3.9783 0.8278 -0.9937
Re: 1.2483 -2.7366 0.4395
H: -0.4643 3.5609 0.3305
S: 1.5014 -2.4447 2.6338
Sb: -0.3081 -4.0503 3.2786
C: -2.9995 1.2069 -0.6873
H: 2.4144 3.0256 -0.1999
S: -2.0865 -2.8364 3.5570
C: -2.0240 -0.0039 -0.6952
Si: -0.5108 0.7010 0.1011
F: 4.9304 -1.1484 1.5575
C: 1.8801 2.1648 0.2104
S: 0.5670 -5.9275 3.8722
H: 2.5578 1.3177 0.2187
H: 1.5767 0.6065 -2.1635
H: -3.1303 1.6526 0.3038
C: -0.4431 0.6104 1.9106
B: 4.6801 -1.5487 0.3349
H: -2.8692 -0.8093 -2.4893
H: 1.8126 2.3295 -2.4275
H: -1.0693 3.2017 -1.2965
F: 2.0367 -0.9448 0.4517
H: 1.6177 2.4108 1.2402
C: -2.6282 -1.0944 0.2023
F: 4.1593 -2.7582 0.1354
H: -1.4695 0.2041 -2.8137

Summary:
**Lowest unoccupied orbital energy**: -6.33 eV
**Relative energy (zero: lowest compared OMol25 entry of this formula, charge and spin)**: 33.5 kcal per mole
**E_HOMO**: -12.58 eV
**E_tot**: -151147.64787 eV
**Net charge**: +1

A molecular structure, C23H32N11OSeV, computed with ωB97M-V with the def2-TZVPD basis set.

Atoms and positions in Å:
C: 1.5027 -2.9142 -4.2372
C: 3.0499 0.7348 3.0867
H: 1.7587 -3.9444 -3.9843
C: -4.4337 5.9835 -2.0345
H: 3.6235 -1.1457 4.0672
N: -2.2344 2.0277 1.0034
H: 1.7291 -2.7512 -5.2915
H: 2.4340 2.5231 1.0231
N: -1.9951 3.2000 -1.8015
C: -0.8663 -2.8077 -5.0865
C: -1.9418 -1.7616 -4.7712
H: -1.9479 -0.9395 -5.4892
N: 1.9593 -1.3380 2.7790
C: 2.7419 1.5182 0.7298
N: 0.1011 -2.6247 -4.0106
H: -1.2658 -3.8241 -5.0810
H: 2.6288 1.5899 3.6167
C: -2.7702 4.3179 -2.0777
H: -2.2511 -0.4454 -1.6355
C: 0.9733 -2.2800 3.2813
C: -0.9478 3.1433 -2.6381
N: -1.5732 -1.2754 -3.4436
C: -2.0862 2.1149 2.2844
H: -4.3891 4.3258 -0.6499
N: -1.0288 4.1987 -3.4738
C: 1.1179 -2.4950 -1.2859
H: 4.1240 0.8912 2.9665
N: 2.4284 0.5840 1.7804
Se: 0.3917 1.8498 -2.6716
C: -0.3920 -1.8226 -3.0326
H: -0.0045 -2.7345 0.5020
C: 2.7293 -0.5933 3.7794
H: 0.6871 3.7924 -4.5642
C: -2.6664 6.1198 -3.6983
C: -3.8185 6.6215 -3.1181
H: 2.1097 -0.4371 4.6623
N: 1.1636 -0.9477 0.5473
H: -5.3292 6.4151 -1.6095
C: -2.1557 4.9526 -3.1506
H: 1.7315 -2.9952 0.7223
H: -3.2804 -1.7260 -2.2843
C: 1.8003 -0.5972 1.6513
H: -0.3914 -2.6349 -6.0519
C: -1.0164 1.4498 2.9733
H: -2.1265 2.5374 -1.0452
H: -4.2528 7.5311 -3.5090
H: 2.1230 -2.2380 -3.6571
H: -2.9390 -2.2024 -4.7466
H: 0.2152 -2.4783 2.5340
H: -0.6348 4.5261 -5.4980
H: -3.2491 -0.1192 -3.0437
H: 0.4783 -1.8513 4.1556
N: -0.1579 0.9099 3.5115
V: -0.0785 0.2163 -0.6707
C: -3.9224 4.8181 -1.4919
C: -2.6405 -0.8789 -2.5538
H: -2.1902 6.6174 -4.5316
N: 0.1402 -1.5722 -1.8693
H: 0.3172 5.5167 -4.3678
C: 0.9890 -2.3681 0.2214
H: 0.9210 -3.5278 -1.5882
H: 2.2219 1.2518 -0.1867
O: -1.3555 1.3157 0.3684
H: 1.4502 -3.2183 3.5640
N: -3.8192 3.4818 3.6234
H: 2.1450 -2.2436 -1.5645
H: 3.8168 1.5252 0.5278
C: -3.0536 2.8718 3.0241
C: -0.1092 4.5298 -4.5439

Summary:
**Lowest unoccupied orbital energy (spin up / spin down)**: -2.46 / -2.58 eV
**2S+1**: 4
**Relative energy (zero: lowest compared OMol25 entry of this formula, charge and spin)**: 2.4 kcal per mole
**E_HOMO (spin up / spin down)**: -10.07 / -10.67 eV
**E_tot**: -133837.85154 eV
**Net charge**: +1
**⟨S²⟩**: 3.76

Question: Look up the E_tot of the third one.
Answer: -9267.49803 eV

Question: What is the E_tot in the ninth record?
Answer: -133837.85154 eV